# 1
A molecular structure, C39H35Cl5GeMnN3OS. Source: the Open Molecules 2025 dataset; level of theory: the ωB97M-V functional and the def2-TZVPD basis.

The calculation puts the LUMO energy (alpha / beta) at 3.7419 / 3.7412 eV. For the electronic energy, the calculation gives -208816.4351 eV. Its charge is -2. For the frontier orbital gap (alpha / beta), the calculation gives 5.44 / 5.47 eV. The molar mass comes out at 898.61 g mol⁻¹. As for the spin multiplicity: 5.

Last column: Mulliken charge in e.
Positions of all 86 atoms, in Å:
Mn1 0.34516 0.15787 -0.18191  -0.302
O1 -1.82008 -0.38245 -0.18170  -0.635
S1 -2.03677 0.24359 1.18129  0.897
C1 -3.35380 1.42469 0.92802  0.437
C2 -4.01613 2.00208 2.00171  -0.553
C3 -4.96486 2.97915 1.75705  -0.635
C4 -5.22661 3.38477 0.45307  -0.484
C5 -4.53843 2.81493 -0.60612  -0.668
C6 -3.58971 1.82816 -0.37499  -0.166
C7 -2.88008 -1.01852 2.13101  0.167
C8 -3.49085 -2.08649 1.49462  -0.302
C9 -4.06668 -3.08473 2.26377  -0.770
C10 -4.02335 -3.01090 3.64981  -0.427
C11 -3.39169 -1.94529 4.27505  -0.804
C12 -2.80210 -0.94791 3.51320  -0.141
H1 -3.79323 1.69805 3.01618  0.380
H2 -5.49013 3.43601 2.58636  0.370
H3 -5.95605 4.16360 0.26811  0.367
H4 -4.71875 3.15078 -1.61910  0.392
H5 -3.00991 1.38974 -1.17622  0.346
H6 -3.48026 -2.13332 0.41367  0.332
H7 -4.53222 -3.93347 1.77921  0.402
H8 -4.45866 -3.80366 4.24562  0.371
H9 -3.33082 -1.90529 5.35506  0.366
H10 -2.26147 -0.13606 3.98536  0.542
C13 -0.21185 -3.95764 -3.46971  -0.879
N1 0.16679 -4.03788 -2.07496  -0.053
C14 1.61522 -4.15836 -1.95747  -0.571
C15 -0.33019 -2.86217 -1.36568  -0.413
C16 -0.01674 -2.85798 0.11160  1.033
C17 -0.32774 -3.99656 0.84774  -0.424
C18 -0.09647 -4.04445 2.21353  -0.860
C19 0.46446 -2.94433 2.84002  -0.948
C20 0.76622 -1.80873 2.09796  0.113
C21 0.53906 -1.71988 0.71893  0.845
H11 0.08980 -4.86924 -3.99061  0.345
H12 0.25934 -3.10100 -3.98353  0.207
H13 -1.29593 -3.85133 -3.55749  0.309
H14 1.94575 -5.06622 -2.46603  0.358
H15 1.90849 -4.23272 -0.91167  0.028
H16 2.14185 -3.29943 -2.40502  0.192
H17 -1.41695 -2.82459 -1.50760  0.509
H18 0.07875 -1.94320 -1.82167  -0.400
H19 -0.74543 -4.85497 0.33144  0.423
H20 -0.33580 -4.93831 2.77832  0.380
H21 0.68262 -2.96984 3.90199  0.433
H22 1.22645 -0.97899 2.62555  0.188
Cl1 -0.66027 3.26602 2.29509  -0.221
C22 -0.79511 3.97557 0.69467  0.977
C23 -1.11469 5.31034 0.61826  -0.552
C24 -1.22540 5.94597 -0.61593  -0.507
C25 -0.99689 5.18771 -1.76244  -0.560
C26 -0.67694 3.85361 -1.67076  0.616
Cl2 -0.41869 2.96505 -3.15541  -0.260
C27 -0.55500 3.11766 -0.43744  -1.040
N2 -0.31192 1.84614 -0.35904  -0.471
H23 -1.27153 5.85764 1.53983  0.372
H24 -1.48118 6.99482 -0.68282  0.346
H25 -1.06810 5.63550 -2.74635  0.386
C28 3.50189 -0.48450 -4.43808  -0.645
C29 2.15000 -0.39234 -4.14749  -0.951
C30 1.72274 -0.01598 -2.88418  -0.698
C31 2.63331 0.27647 -1.86190  -0.521
C32 4.00103 0.16329 -2.16614  0.158
C33 4.41912 -0.20754 -3.42794  -0.721
N3 2.18325 0.57085 -0.58522  0.959
C34 2.80686 1.54195 0.18714  -0.028
C35 3.56761 2.58552 -0.36166  -0.364
C36 4.13751 3.55107 0.44756  -0.616
C37 3.96514 3.52528 1.82616  -0.620
C38 3.18806 2.51543 2.37518  -0.692
C39 2.61864 1.54520 1.57290  0.015
H26 3.83766 -0.78421 -5.42273  0.363
H27 1.41039 -0.60193 -4.91269  0.459
H28 0.65609 0.09922 -2.70439  0.687
H29 4.73070 0.31074 -1.37885  0.596
H30 5.48037 -0.31719 -3.61360  0.357
H31 3.68498 2.64969 -1.43522  0.477
H32 4.71387 4.34610 -0.01279  0.353
H33 4.41907 4.28021 2.45593  0.356
H34 3.02279 2.47642 3.44564  0.408
H35 2.01645 0.76593 2.02144  0.110
Cl3 4.05803 -4.42119 1.27396  -0.546
Ge1 4.11259 -2.40705 0.08178  0.759
Cl4 5.61956 -3.16113 -1.54933  -0.519
Cl5 5.69773 -1.33385 1.38315  -0.519

---

# 2
A gas-phase ion, C3H8N3 (charge +1) at a distorted geometry. Source: the Open Molecules 2025 dataset; level of theory: the ωB97M-V functional and the def2-TZVPD basis.

The calculation puts the LUMO energy at -3.8021 eV. For the electronic energy, the calculation gives -7702.4253 eV. Its charge is +1. For the frontier orbital gap, the calculation gives 11.32 eV. Its SMILES is N[C@H]1N=CC[NH2+]1. The energy above the lowest of the compared OMol25 structures with the same formula, charge and spin comes out at 275.3 kJ/mol. The molar mass comes out at 86.12 g mol⁻¹.

Last column: Mulliken charge in e.
Positions of all 14 atoms, in Å:
C1 -1.09480 1.27639 -0.15008  0.021
C2 -1.47816 -0.24586 -0.27579  -0.510
C3 0.71437 0.33655 0.61900  0.081
N1 0.03209 1.54935 0.34028  -0.443
N2 1.96040 0.15641 -0.41108  -0.648
N3 -0.19194 -0.84412 0.25456  -0.162
H1 -1.96534 1.89353 -0.23563  0.384
H2 -2.46556 -0.27952 0.15176  0.324
H3 -1.53427 -0.73323 -1.28560  0.300
H4 0.95646 0.45063 1.72148  0.357
H5 2.88957 0.35978 -0.07665  0.291
H6 1.71166 1.00788 -0.90270  0.266
H7 -0.16140 -1.50254 1.05592  0.350
H8 0.20375 -1.23589 -0.60303  0.389

---

# 3
A single C3H7NS2 molecule at a distorted geometry. Source: the Open Molecules 2025 dataset; level of theory: the ωB97M-V functional and the def2-TZVPD basis.

The calculation puts the LUMO energy (alpha / beta) at -0.5403 / -0.0938 eV. For the electronic energy, the calculation gives -26380.6754 eV. Its charge is 0. For the frontier orbital gap (alpha / beta), the calculation gives 7.79 / 7.80 eV. The energy above the lowest of the compared OMol25 structures with the same formula, charge and spin comes out at 434.2 kJ/mol. The molar mass comes out at 121.23 g mol⁻¹.

Last column: Mulliken charge in e.
Positions of all 13 atoms, in Å:
C1 1.17123 0.49683 1.24726  -0.195
C2 0.94864 0.92128 -0.30967  -0.839
C3 -1.51057 -1.36525 -0.78863  -0.597
N1 0.28816 -0.38508 1.75530  -0.424
S1 -0.71637 1.53220 -0.57684  -0.053
S2 -1.89869 0.07883 0.23351  -0.053
H1 2.18921 0.14218 1.29105  0.369
H2 0.96446 1.51016 1.54203  0.321
H3 1.46377 1.80771 -0.52036  0.400
H4 1.26525 0.09056 -0.95462  0.337
H5 -2.26969 -1.45003 -1.57219  0.294
H6 -1.32703 -2.25352 -0.18255  0.311
H7 -0.56836 -1.12588 -1.16430  0.130

---

# 4
A molecular structure, C38H31I2MgN6O4S. Source: the Open Molecules 2025 dataset; level of theory: the ωB97M-V functional and the def2-TZVPD basis.

The calculation puts the LUMO energy at 1.9396 eV. For the electronic energy, the calculation gives -89528.9929 eV. Its charge is -1. For the frontier orbital gap, the calculation gives 6.92 eV. The energy above the lowest of the compared OMol25 structures with the same formula, charge and spin comes out at 103.7 kJ/mol. The molar mass comes out at 945.88 g mol⁻¹.

Last column: Mulliken charge in e.
Positions of all 83 atoms, in Å:
Mg1 -0.15927 -0.50139 0.59439  1.408
C1 -2.27333 0.39669 4.19668  -0.844
C2 -3.00583 -0.78549 4.32116  -0.332
C3 -2.57515 -1.90939 3.66443  -0.601
C4 -1.42070 -1.85363 2.85966  0.285
N1 -0.78790 -0.68014 2.65311  0.079
C5 -1.19185 0.39726 3.34874  -0.250
N2 -0.98438 -3.05333 2.35692  -0.417
C6 0.01458 -3.20941 1.54521  0.738
N3 0.80328 -2.30773 0.88971  -0.303
C7 1.74201 -3.01693 0.15213  -0.964
N4 2.66036 -2.62296 -0.64254  -0.485
C8 3.12486 -1.31973 -0.74853  0.136
C9 3.28744 -0.77665 -2.03112  -0.212
C10 3.87118 0.46419 -2.15847  -0.536
C11 4.30719 1.12743 -1.01637  -0.235
C12 4.10602 0.50776 0.20324  -0.486
N5 3.51953 -0.68006 0.35047  -0.308
C13 1.49748 -4.47253 0.32857  0.771
C14 2.12169 -5.58294 -0.20334  -0.052
C15 1.62497 -6.83053 0.15962  -0.664
C16 0.54111 -6.94789 1.03029  -0.631
C17 -0.07404 -5.82040 1.56380  -0.107
C18 0.43061 -4.58996 1.19322  -0.423
H1 -2.55481 1.29884 4.72115  0.444
H2 -3.89626 -0.81937 4.93713  0.402
H3 -3.08431 -2.85910 3.74385  0.491
H4 -0.61933 1.29968 3.16759  0.358
H5 2.95366 -1.34552 -2.88823  0.567
H6 3.99842 0.91056 -3.13799  0.405
H7 4.77710 2.10010 -1.06672  0.375
H8 4.41613 0.99180 1.12117  0.394
H9 2.95944 -5.47724 -0.88023  0.531
H10 2.08260 -7.72668 -0.24111  0.395
H11 0.17328 -7.93272 1.29062  0.400
H12 -0.92023 -5.88768 2.23460  0.538
I1 -3.64232 -3.95762 -0.66008  -0.040
C19 -3.96344 -1.93431 -0.26505  -0.360
C20 -5.27112 -1.44757 -0.13935  -0.433
C21 -5.50684 -0.13203 0.15630  -0.200
I2 -7.49782 0.51474 0.29580  0.004
C22 -4.42876 0.76367 0.36552  0.709
C23 -4.54863 2.12943 0.70205  -0.818
C24 -3.42628 2.87556 0.92061  -1.390
C25 -2.16361 2.26736 0.81909  -0.318
N6 -2.01152 1.00832 0.48928  0.598
C26 -3.11490 0.25673 0.24738  -0.159
C27 -2.84441 -1.11868 -0.11381  0.052
O1 -1.63455 -1.50603 -0.24403  -0.221
H13 -6.10078 -2.12698 -0.27900  0.348
H14 -5.53252 2.57177 0.78909  0.196
H15 -3.49396 3.92183 1.18642  0.471
H16 -1.25110 2.80800 1.04027  0.470
C28 -0.19190 -2.91202 -2.82526  -0.546
C29 0.00901 -1.60732 -3.55853  -0.645
O2 0.09245 -0.52163 -2.64797  0.027
C30 0.34098 0.68447 -3.34520  -0.784
C31 0.22654 1.85123 -2.39871  -0.675
H17 -0.41669 -3.70108 -3.54589  0.509
H18 -1.01756 -2.82863 -2.12120  -0.236
H19 0.70559 -3.19133 -2.27534  0.011
H20 -0.82457 -1.42065 -4.25023  0.375
H21 0.92791 -1.64165 -4.16318  0.383
H22 -0.37858 0.77850 -4.17060  0.428
H23 1.34640 0.64904 -3.78799  0.353
H24 -0.79883 1.96322 -2.04120  0.210
H25 0.52560 2.77048 -2.90547  0.508
H26 0.88042 1.71153 -1.53545  -0.078
O3 3.56387 8.11362 0.09300  -0.495
C32 2.68720 7.38076 -0.64869  0.675
O4 2.22420 7.87371 -1.64356  -0.589
C33 2.36615 6.02159 -0.15567  1.059
C34 3.06257 5.37182 0.86817  -0.916
C35 2.70519 4.10762 1.28492  -1.434
C36 1.61834 3.42091 0.70961  0.489
S1 1.18895 1.85492 1.31240  -0.286
C37 0.94243 4.07616 -0.33808  0.143
C38 1.30790 5.33902 -0.75546  -0.899
H27 3.79097 7.62804 0.89337  0.278
H28 3.92531 5.83029 1.34371  0.128
H29 3.26019 3.61537 2.07313  0.401
H30 0.12087 3.57245 -0.82767  0.350
H31 0.77612 5.83051 -1.56026  0.474

---

# 5
A molecular structure, C4H5AlO2 at a distorted geometry. Source: the Open Molecules 2025 dataset; level of theory: the ωB97M-V functional and the def2-TZVPD basis.

The calculation puts the LUMO energy (alpha / beta) at -6.3887 / -6.4186 eV. For the electronic energy, the calculation gives -14910.2832 eV. Its charge is +1. For the frontier orbital gap (alpha / beta), the calculation gives 6.66 / 6.63 eV. The energy above the lowest of the compared OMol25 structures with the same formula, charge and spin comes out at 56.5 kJ/mol. The molar mass comes out at 112.06 g mol⁻¹. As for the spin multiplicity: 2.

Last column: Mulliken charge in e.
Positions of all 12 atoms, in Å:
O1 -1.81450 1.99004 -0.52794  -0.282
C1 -1.80834 0.66263 -0.69970  -0.365
C2 -0.53937 -0.08617 -0.65171  -0.156
C3 0.42703 0.04057 0.30773  -0.140
C4 1.61438 -0.72449 0.20441  0.387
O2 2.48371 -0.85269 1.09422  -0.109
Al1 2.63032 -0.37195 2.61924  0.192
H1 -2.35839 0.24294 -1.58754  0.340
H2 -2.34019 0.42817 0.31413  0.270
H3 -0.35258 -0.76596 -1.49258  0.297
H4 0.27396 0.70081 1.16487  0.235
H5 1.78397 -1.26388 -0.74512  0.332

---

# 6
A single C3H4N2O2 molecule. Source: the Open Molecules 2025 dataset; level of theory: the ωB97M-V functional and the def2-TZVPD basis.

The calculation puts the LUMO energy at 0.6596 eV. For the electronic energy, the calculation gives -10250.7035 eV. Its charge is 0. For the frontier orbital gap, the calculation gives 8.90 eV. Its SMILES is Nc1coc(=O)[nH]1. The energy above the lowest of the compared OMol25 structures with the same formula, charge and spin comes out at 150.7 kJ/mol. The molar mass comes out at 100.08 g mol⁻¹.

Last column: Mulliken charge in e.
Positions of all 11 atoms, in Å:
N1 -1.79883 -0.50475 0.01352  -0.489
C1 -0.50176 -0.02282 0.08316  0.451
C2 -0.02608 1.21052 0.30463  -0.476
O1 1.36599 1.15797 0.39932  -0.293
C3 1.75518 -0.05789 -0.04555  0.435
O2 2.86448 -0.30711 -0.42629  -0.539
N2 0.60066 -0.86926 -0.06521  -0.167
H1 -1.98510 -1.23151 -0.66600  0.245
H2 -2.47842 0.24302 -0.01891  0.236
H3 -0.40861 2.20258 0.14327  0.335
H4 0.61248 -1.82076 0.27806  0.262

---

# 7
A molecular structure, C5H6O2. Source: the Open Molecules 2025 dataset; level of theory: the ωB97M-V functional and the def2-TZVPD basis.

The calculation puts the LUMO energy at 0.6539 eV. For the electronic energy, the calculation gives -9374.4428 eV. Its charge is 0. For the frontier orbital gap, the calculation gives 9.53 eV. The energy above the lowest of the compared OMol25 structures with the same formula, charge and spin comes out at 256.0 kJ/mol. The molar mass comes out at 98.10 g mol⁻¹.

Last column: Mulliken charge in e.
Positions of all 13 atoms, in Å:
O1 1.22542 2.25678 -0.75230  -0.524
C1 0.45646 1.23184 -0.35461  0.632
C2 -0.06199 0.08009 -1.18555  -0.736
C3 -0.47222 -0.46555 0.20215  0.993
C4 -0.39143 -1.83171 0.70537  -0.424
O2 -1.64885 -1.17832 0.48796  -0.512
C5 -0.03581 0.81761 0.81972  -1.091
H1 0.66950 -0.49547 -1.76272  0.274
H2 -0.92809 0.32183 -1.81068  0.220
H3 -0.17988 -2.66208 0.03145  0.226
H4 -0.12319 -2.00325 1.74835  0.224
H5 -0.05008 1.21899 1.82676  0.390
H6 1.54016 2.70924 0.04410  0.327

---

# 8
A molecular structure, C4H2O2 at a distorted geometry. Source: the Open Molecules 2025 dataset; level of theory: the ωB97M-V functional and the def2-TZVPD basis.

The calculation puts the LUMO energy (alpha / beta) at -1.1682 / -1.1684 eV. For the electronic energy, the calculation gives -8269.3075 eV. Its charge is 0. For the frontier orbital gap (alpha / beta), the calculation gives 7.79 / 7.79 eV. The energy above the lowest of the compared OMol25 structures with the same formula, charge and spin comes out at 310.8 kJ/mol. The molar mass comes out at 82.06 g mol⁻¹.

Last column: Mulliken charge in e.
Positions of all 8 atoms, in Å:
O1 -1.48362 -1.40902 -0.42799  -0.361
C1 -1.63448 -0.41500 0.22561  -0.040
C2 -0.32621 0.43297 0.45051  0.346
O2 -0.24691 1.54768 -0.10243  -0.355
C3 1.04423 0.29429 0.03721  -0.342
C4 2.16633 0.05238 -0.33341  0.010
H1 -2.63454 -0.07537 0.58447  0.329
H2 3.11520 -0.42793 -0.43397  0.414

---

Among the records above, which one has the highest electronic energy?
C3H8N3

---

Which formula does entry 4 have?
C38H31I2MgN6O4S

---

Repeat the sixth record exactly.
A single C3H4N2O2 molecule. Source: the Open Molecules 2025 dataset; level of theory: the ωB97M-V functional and the def2-TZVPD basis.

The calculation puts the LUMO energy at 0.6596 eV. For the electronic energy, the calculation gives -10250.7035 eV. Its charge is 0. For the frontier orbital gap, the calculation gives 8.90 eV. Its SMILES is Nc1coc(=O)[nH]1. The energy above the lowest of the compared OMol25 structures with the same formula, charge and spin comes out at 150.7 kJ/mol. The molar mass comes out at 100.08 g mol⁻¹.

Last column: Mulliken charge in e.
Positions of all 11 atoms, in Å:
N1 -1.79883 -0.50475 0.01352  -0.489
C1 -0.50176 -0.02282 0.08316  0.451
C2 -0.02608 1.21052 0.30463  -0.476
O1 1.36599 1.15797 0.39932  -0.293
C3 1.75518 -0.05789 -0.04555  0.435
O2 2.86448 -0.30711 -0.42629  -0.539
N2 0.60066 -0.86926 -0.06521  -0.167
H1 -1.98510 -1.23151 -0.66600  0.245
H2 -2.47842 0.24302 -0.01891  0.236
H3 -0.40861 2.20258 0.14327  0.335
H4 0.61248 -1.82076 0.27806  0.262